DFT (wB97M-V/def2-TZVPD) results for 12 unconnected molecules or ions with the total composition C81H178N8O12 in a non-equilibrium geometry.

```
279
Properties=species:S:1:pos:R:3:forces:R:3
C -4.4271 3.9033 1.5945 0.9510 -0.6907 -0.8591
H -4.0719 5.9677 2.1856 -0.9891 -0.5324 -1.1714
H -6.3799 2.0169 5.4034 1.3205 0.7112 -0.4502
C -6.7487 -3.4116 1.9576 1.8006 0.7755 0.6759
H 6.2881 -5.0775 2.7893 -0.2784 0.1258 -0.2243
H -0.7317 2.4308 -4.2552 -0.4005 -0.7838 0.1078
H 0.6050 -4.5425 -1.8315 0.2767 -0.2216 0.1297
H 3.0166 5.1054 1.0567 0.5789 0.1871 -0.4831
C 3.0588 1.9334 6.0092 0.6762 0.7517 0.0619
C -7.1808 -1.9410 0.0165 1.0181 -0.1138 0.2398
H -5.0168 -2.3166 -2.5335 0.3055 -0.4540 -0.8931
O -3.4599 3.9761 3.7590 -1.6051 0.7221 0.0520
H -4.0612 1.3767 -2.8098 -0.8682 -0.0926 0.5516
H 2.2732 -0.2135 -4.0975 0.3538 0.3086 0.4024
H -2.0516 0.4671 -0.8018 -0.5713 0.4631 0.1542
O -0.8500 -2.3551 -3.5131 0.2509 0.3627 -0.6384
H -4.0319 0.7087 -4.4269 0.4750 -0.1995 -0.1866
C 3.1239 2.7291 4.6826 -0.7413 -1.0802 -0.0153
H -5.2370 -5.7299 2.4714 -0.2132 0.3017 0.0797
H -6.6283 -1.6721 -2.6361 -0.2930 0.0291 0.1735
H 6.5996 2.8262 -1.8395 -0.3883 -0.3388 -0.2283
H 2.9424 -4.1221 -1.1238 -1.6417 -1.1225 1.0521
C 1.3153 -5.2726 1.0538 0.7435 1.8741 -0.5899
H -7.8658 -2.7469 -0.2943 0.0073 0.6022 -0.3713
H -0.4097 -5.9102 3.3089 0.2169 0.3132 -1.0600
C -0.7477 2.9518 5.8342 -0.4500 0.6557 1.3591
N 4.8704 0.5226 5.1903 0.6639 1.5004 -0.1284
C -1.5204 -2.2795 -5.8040 -0.5529 0.5224 -0.0846
C 2.5045 -0.3493 5.2349 -1.2095 -2.1383 0.2614
C 1.2464 -0.4803 -3.8880 -1.1761 0.4758 0.4889
C -0.4907 -0.1981 0.5878 0.0942 0.6455 -0.1353
H 3.6331 -3.3772 0.7740 -1.0015 -0.2371 0.4012
H 2.8608 -0.2110 7.8332 -0.5856 0.3779 0.1951
H -2.6631 2.6296 1.1165 -0.4222 0.9149 -0.6834
H -0.9822 6.1192 1.8921 0.4058 -0.0175 0.0976
H 2.3702 2.8149 -2.4475 -0.3385 0.3896 0.0978
C 0.7255 7.3765 2.1331 -0.4159 0.4699 -0.0272
H 4.2600 -1.0249 7.3250 0.0978 0.5783 -0.0802
C 6.2961 1.2400 3.3320 0.9749 -0.6506 0.8577
H -2.3185 4.2164 1.6779 0.6495 0.6118 0.2609
C -5.7110 3.2112 3.7062 -0.2191 -1.2668 -1.4231
H -2.8569 4.1543 0.0195 -0.1401 -0.1422 0.2048
C 4.0732 5.3564 0.7818 -1.9379 -1.8807 -0.1657
H 2.0297 -0.0094 4.2991 0.2985 0.2705 0.7098
H 6.6421 5.0269 -0.4389 -1.1104 0.2912 -0.7457
H 5.9899 5.0670 -2.1371 0.0618 0.0457 0.4279
C 0.5837 -8.0607 -0.2044 0.5171 -1.2603 0.4324
H 4.2644 0.3780 1.7135 0.3521 0.6428 0.6902
N -5.2918 -3.4886 -0.0464 -0.2189 0.5789 0.8959
H 6.8814 1.6147 4.1876 0.2605 -0.1825 -0.3690
H -5.7680 5.5954 1.7746 -1.7114 0.2327 0.8259
H -0.5917 1.9152 2.8612 0.1216 0.5400 -0.2548
H -2.0200 -4.0331 0.0931 -0.6043 -0.4951 0.1379
H -1.8039 -2.2676 -7.9191 0.2077 0.3338 -0.1292
C 3.5318 4.5793 -3.0022 0.3631 -0.3710 -0.1971
H -5.4894 3.4840 -0.2643 0.1248 0.3573 0.2772
O -0.5769 2.6078 3.5614 -0.4472 -1.5340 -0.0419
O 5.1856 2.8494 0.4319 -0.1851 -0.5498 0.6908
C 3.5774 0.4749 5.9015 0.2115 0.7164 -0.0846
C 4.8681 1.1932 3.8581 0.6836 -2.4124 -1.9332
H 1.5282 -6.1595 -1.8563 -1.2396 1.0538 -0.0225
C 4.6149 -3.0886 0.4938 1.4667 1.4496 0.4695
H 0.3809 -1.0542 -8.3531 0.3274 0.2188 -0.4043
H -3.7874 3.0552 -5.9897 -1.0388 0.3253 -0.0396
H -2.6609 3.4880 3.6628 1.2737 -0.8843 -0.1259
C -6.4389 4.4839 4.0990 -0.2575 1.2233 -0.4371
O -3.9397 -3.6761 -0.4168 0.4778 -0.5042 -1.0150
H 3.4419 2.6125 -3.7881 0.2506 -0.3606 -0.0765
C -2.8237 2.8938 -5.5580 0.6661 0.6631 -1.2249
C 3.9293 0.5008 2.7623 0.0272 1.5143 0.2302
H -0.3567 4.1875 -3.5841 0.5729 -0.1904 0.0517
H 7.7644 -5.2554 -0.6910 -0.5154 -0.7471 0.4775
H 2.8136 4.8881 -3.7178 -0.9721 0.6269 -0.5912
H 4.4810 4.8211 -3.4904 0.1097 -0.1544 0.2027
H 1.4687 -3.0664 -3.7750 0.0346 0.0214 -0.3486
C -5.7822 -2.1941 -0.6189 -1.2816 -0.3621 -0.4056
H -3.6755 -1.9146 -6.1176 -0.3989 -0.7726 -0.4426
H -7.3798 3.8587 1.4151 -0.0511 0.3949 -0.3483
H -1.2988 2.1795 -2.6210 -0.2949 -0.4104 -0.4793
H -4.7509 5.7150 0.4263 0.5292 -0.2896 1.0941
H 2.1123 -5.6915 0.4167 -0.3291 -0.3500 0.4722
H -7.3737 -4.1545 1.4812 -0.8921 -0.0737 0.5449
H 2.4314 2.9327 -0.0306 0.0079 -0.0116 0.0140
C -3.0609 6.2545 -2.9392 -0.9240 1.1248 2.1924
C -0.0338 -5.9406 1.0825 -0.1498 -1.5226 0.1759
H 5.2746 3.1602 4.6234 -0.9607 -0.8578 -0.6185
H -7.4611 -0.9263 -0.2829 -0.4556 -0.3325 -0.3363
H 3.4584 6.3554 -1.7699 -0.0375 0.0746 -0.1555
H 5.8300 -7.7241 0.2367 -0.4535 -0.1566 -0.3708
H 1.7367 -0.5511 6.0018 -0.2092 0.5446 -0.3728
H -1.7070 3.4671 5.7481 -0.1898 -0.0756 0.0510
C -4.3209 -3.0783 2.3229 0.6426 0.5727 -0.6695
H -5.1659 -0.1235 -1.0946 0.2236 -0.9328 0.1474
H -7.2913 4.7440 3.4232 0.8868 -0.2034 0.1847
H -3.2166 -2.2727 -4.3874 0.0410 0.3321 -0.9205
H 5.9925 1.4264 -2.7768 0.1561 -0.2619 0.0848
H 4.7895 0.5160 -0.8711 -0.9165 0.9323 -0.4926
H 3.5757 -0.4428 3.0491 -0.0216 -1.5113 0.5649
N 4.2940 3.3203 -0.5216 -0.3109 0.7870 -1.6010
H 0.2467 1.6373 0.6112 -0.1968 -0.3261 0.4356
C -1.7250 0.7936 4.8364 -0.1546 -0.9298 -1.1636
H 2.7999 -1.3997 5.0462 0.4940 0.4726 -0.1602
H -7.6525 2.4474 3.4226 -0.3958 0.1074 -0.4868
H -2.8875 -0.7372 -5.2290 0.3434 0.1459 0.2931
C -5.1370 -5.2681 1.4844 0.3814 -1.4874 -0.0358
C -4.1154 1.6201 -3.8524 1.2663 1.3986 -0.7535
C 0.1661 -7.4706 1.1355 -0.4472 -1.2871 -0.0406
H 2.7391 -2.6605 -4.8100 -0.3316 0.4406 -0.5798
H 6.1517 -7.5512 1.9048 0.1174 0.8271 -0.2159
C -2.9166 -1.8128 -5.3642 0.0710 -0.4217 1.2825
C -1.5487 1.9486 -3.6788 -0.3211 1.2808 0.5540
H 3.4143 -2.9289 -2.1676 0.3039 1.2877 -0.1602
H 2.4274 2.3258 3.9167 -0.2020 0.3297 0.8025
H 2.0263 1.8867 6.4200 0.6240 0.1700 -0.1950
C -1.9803 4.1509 -5.8711 0.8611 -0.5519 -1.3295
H 0.4912 4.2571 2.6210 0.0046 -0.2966 -0.0358
H -6.3702 1.4008 2.9466 -0.1106 -0.5880 -0.7978
C -1.4084 -3.8248 -5.9439 -0.1520 0.8386 -0.5572
H 1.3508 -0.7616 1.4816 0.3026 -0.0225 0.4973
C -0.8769 4.8860 -2.9600 -0.8168 0.7451 1.7774
C -6.0229 -2.4401 -2.1662 1.2830 0.6512 1.9084
H -3.2923 -3.3167 2.0447 0.0793 0.6418 -0.8330
N -3.1938 3.8865 -3.4191 -0.2328 -0.1933 0.8735
O 1.4695 2.7349 -0.0810 0.1076 -0.1518 -0.1591
C -2.9123 2.6100 -4.0996 0.5616 -1.0596 0.5793
H -1.0697 -0.8248 1.2965 -0.1022 0.5151 -0.4617
H -0.8716 4.5721 -1.8576 0.0556 0.1801 -1.4932
H 1.6724 -5.0795 2.0980 -0.0848 -0.3343 -0.9498
C 5.6256 -4.7927 1.9542 -0.8989 -0.5030 -0.0017
H -6.4436 -1.2378 1.8596 0.2935 0.4593 0.7523
C 3.3673 5.2698 -1.6938 -0.0812 0.7851 1.3271
H -2.6984 1.1362 4.4448 0.3596 0.0874 0.2358
H 0.0076 3.7822 5.7069 -0.3930 -1.3357 0.3687
H -0.7433 -4.3704 2.4569 0.3264 0.0285 -0.1464
H -0.4660 -3.2271 -3.6627 -0.0115 -0.3556 0.4484
H 6.7132 0.2807 2.9932 -0.3026 0.1163 0.3241
H 1.1316 -4.2812 0.5837 0.2244 -0.2084 0.5149
C -5.3433 -3.7938 1.4522 -0.5262 1.0026 -0.5368
H 7.8263 -4.3883 0.7230 0.0920 0.4770 0.6613
H -2.0267 4.3743 -6.9821 -0.2061 -0.0112 1.2564
H 0.5546 0.4170 -3.9053 1.0437 -0.8881 -0.0384
H -0.7477 2.4361 6.8239 0.3299 0.8536 -0.3652
H 4.4224 3.1289 3.0865 0.1572 -0.0304 -0.8520
C 3.7504 -3.8239 -1.6948 1.2752 0.4698 -1.0032
H -1.3692 -0.0083 4.1335 -0.4032 0.5889 0.3985
H -0.5620 -4.1447 -6.5450 0.1906 0.1815 -0.1652
N -4.4034 3.2481 2.9356 -0.6831 1.2400 0.1561
H 1.0973 -0.9745 -2.9072 0.4675 0.4184 -0.3787
H 4.5801 -7.0075 1.3810 -0.0535 -0.3350 -0.5198
H -4.9932 2.1262 -4.2665 -0.2413 -0.0456 0.8956
H -2.7213 -6.6729 -1.8574 0.1061 0.4469 0.1470
H -1.7634 -5.7352 2.2362 -0.9572 -0.2630 0.0175
H 2.3679 5.0812 -1.2975 -0.1047 -0.0877 -0.0024
O 5.6221 -5.9517 -1.5901 1.2987 1.7363 0.4134
H -1.2058 -0.9678 -1.4046 -0.3597 0.0558 1.0917
H -7.3320 2.2398 0.6919 0.0269 0.4295 0.5703
H 1.0976 7.3507 1.1135 0.0186 -0.1934 -0.2372
H 4.6055 4.9298 1.6185 0.7773 -0.3558 -0.2535
H 4.1428 6.3854 0.8828 0.2766 2.1905 -0.1772
C 7.5243 -5.3633 0.3868 0.9489 -0.3022 -0.6137
C -2.9745 3.7072 1.0051 -0.9114 -1.0369 1.2293
H -4.5596 -1.9937 2.3346 0.6921 -0.6350 0.1780
H 5.7003 3.0258 -3.3224 0.5111 0.8325 -1.1926
H -2.2037 -5.0019 -2.3461 0.1035 -0.2956 0.1491
H 6.6182 -3.9718 -2.0806 -0.0477 0.1028 -0.6394
C -4.8654 -0.9867 -0.4433 -0.0836 1.1865 0.4073
H 0.4743 -5.6455 -3.1713 -0.1974 -0.1695 -0.1929
O -0.4044 1.1329 1.1565 0.0611 -0.2910 0.0559
H 6.3457 -0.6798 5.6369 -0.2458 0.5557 0.0923
H 5.7748 6.4312 -1.0749 -0.0759 0.6575 0.1244
C 0.2543 -1.5474 -7.3975 -1.2600 1.4554 -1.2453
H 2.8213 3.7498 4.8747 0.0719 0.3541 -0.0842
C -5.4048 2.2940 4.8613 -1.7651 -0.7966 1.1269
H -1.2929 -4.2881 -4.9917 -0.1456 -0.5054 0.8222
H -8.1248 -1.8365 1.8939 -0.4877 0.6266 0.4865
H -6.4067 -3.4362 -2.2717 -0.2246 -0.4023 -0.4103
H 3.6461 0.5006 -2.2297 0.0523 -0.2748 -0.9362
H 4.6201 -2.0257 0.2332 -0.3410 0.1423 0.2040
C -2.3005 5.0593 -3.5049 -0.8677 -0.5630 -0.8307
C -0.3664 -7.7723 -1.2937 -0.2075 1.2833 -1.7564
C 1.0296 -0.7718 -6.3409 -0.8308 -1.0977 0.0123
C 5.6237 -7.0566 1.0633 0.7794 -0.1234 0.2213
C -0.0357 6.1180 2.4758 -0.9620 0.4407 0.6244
C -4.7851 5.3822 1.5057 2.3792 0.7694 -0.2036
H -0.6913 -8.0917 1.4851 -0.1089 0.9910 -0.2499
H 6.9597 -2.8360 -0.8525 -0.0019 -0.0848 0.7106
C 3.7924 -0.0186 7.3301 1.1901 -0.7475 0.2329
C 5.7743 5.3593 -1.0994 1.0322 -1.2345 0.4961
H 0.6449 -9.1643 -0.2143 0.1254 0.2734 0.7374
C -0.7379 -5.4547 2.3357 -0.3636 -0.2130 1.1143
C -0.4961 6.0239 3.9979 0.7423 -0.4274 -2.5253
H -1.9007 0.2444 5.7816 0.3429 0.7351 -0.1568
H -1.1494 6.8414 4.2739 -0.2126 0.0403 -0.0465
H 2.0645 -0.6684 -6.6958 -0.0332 -0.3451 0.6426
C 3.3503 3.0986 -2.8200 0.7784 -0.9505 0.6049
H 1.0394 3.5461 0.1873 -0.2030 0.5580 0.3113
H -1.8005 -6.4314 -3.3078 0.3794 0.1980 0.5756
C -2.3063 5.3282 -4.9993 -0.3142 1.5990 -0.3595
C -5.4071 3.1133 0.7657 -0.6391 -1.5819 -0.8004
O -1.1470 -4.3204 -0.1844 1.0480 1.6164 -0.5288
H -2.2992 -4.2397 -6.4205 -0.0604 0.1218 0.1193
C 4.9792 -3.7785 -0.8068 -0.6740 -1.1653 1.2002
O 0.7519 5.0036 2.0630 -0.1273 -0.1570 0.4800
H -3.9572 -4.4442 -1.0217 0.0226 0.5231 0.3620
H 4.4118 0.6791 7.9482 -0.4499 -0.5622 -0.6421
C -0.6472 1.8747 4.8179 0.5442 0.5953 -0.2677
C -1.1102 -0.0379 -0.7852 0.8289 -1.6344 -1.7016
O -3.5444 3.6572 -2.0803 -0.9281 -0.0663 0.4411
H 0.8652 -1.8265 0.1703 -0.0635 -0.0185 -0.0346
H -6.6473 -3.4040 3.0823 -0.7146 -0.7132 -1.0864
H 0.1295 -8.0934 -2.2381 -0.4841 0.2714 0.2853
C 0.8287 -1.4496 -4.9747 0.4491 0.0043 -0.0024
H 1.3119 -3.5511 -5.4177 0.0083 -0.2389 -0.6944
H -0.9882 5.0546 4.0191 -0.2443 0.1462 0.6069
H -5.1072 2.0511 0.5957 0.5484 0.6483 0.3735
H -5.0523 1.3211 4.5060 0.3331 0.2950 -0.0836
H -4.2378 -3.4728 3.3184 -0.9829 -0.1438 0.8095
C -6.7373 2.4119 2.8335 1.3856 0.3623 -0.3124
C 4.3993 4.8350 -0.6372 0.5060 -0.7960 0.4729
H 3.0938 1.2560 -0.7965 0.5606 -0.6799 0.0487
H -1.7186 -0.6185 -7.2080 -0.1306 0.3316 -0.0836
H 4.5513 -5.1293 2.2030 1.5308 0.5790 -0.1220
C 0.5519 -5.6089 -2.0858 1.4489 0.1014 0.0196
N -0.6174 -1.6835 -4.7480 -0.5887 0.1438 -1.0929
C 3.9943 1.1093 -1.4229 -0.6696 -0.7695 1.8831
C -7.1268 -1.9915 1.5348 -0.4648 -1.4215 -1.0794
H -3.2352 6.2110 -1.8177 0.4672 -0.2026 -1.1365
H 4.9953 -6.6278 -1.7329 -1.3336 -1.0188 0.0209
C 5.7666 2.4334 -2.4538 0.4707 0.3450 0.6496
H 0.7084 -2.4981 -7.5370 0.1491 -1.1201 0.0704
H 0.2965 1.3654 5.0081 0.3055 -0.0978 -0.3506
H 1.5576 -0.2223 -0.1900 -0.5546 -0.2773 0.4169
C 0.8944 -0.7873 0.5077 0.6161 -0.0772 -0.7529
H 5.8814 -2.3216 -2.0599 -0.0797 -0.2399 -0.3133
H 6.4409 1.9267 2.5135 -0.4039 0.3880 -0.2678
H 8.2516 -6.0842 0.8119 -0.6223 0.1938 -0.1048
N 5.1628 -5.1928 -0.4448 0.1222 -1.8730 0.8191
H -4.1041 -5.4934 1.1794 -0.3000 -0.0930 -0.0975
H -6.9116 4.4386 5.0631 -0.0687 -0.5204 0.6594
H 3.7191 2.5020 6.7320 -0.7238 -0.6872 -0.5318
H -2.8047 3.4639 -1.4862 0.5554 -0.2247 -0.6364
C 5.5947 -3.3040 1.6838 -1.4506 -0.0484 0.2958
H -1.3079 -8.3114 -1.2714 -0.1539 -0.1923 0.5323
H -4.9450 -0.5449 0.5574 -0.0138 -0.2444 0.0876
H -0.4091 0.4294 -1.4999 -0.0607 0.6877 0.7671
H -0.4057 5.8802 -2.9819 0.1037 -0.3532 -0.0810
H -3.3350 5.6989 -5.1393 0.3692 -0.1904 -0.6054
O 5.5528 -0.7098 5.0891 -0.9236 -0.8811 -0.2928
H -3.7984 -1.1851 -0.5760 -0.2390 -0.2191 -0.3166
H 6.0822 2.8864 0.0934 0.4890 0.1626 -0.4089
C 6.1542 -3.2050 -1.4750 1.3541 1.1478 -0.9996
H 6.5450 -2.8539 1.4807 0.7783 -0.0015 -0.2900
H 3.9626 -4.4911 -2.5088 -0.1659 -0.5905 -0.3636
C 1.6404 -2.7225 -4.8173 0.2871 -0.7741 1.7336
C -0.6488 -6.2493 -1.4176 -0.2139 -0.4985 0.2589
H 3.0321 1.1256 2.8031 -0.0199 -0.2827 -0.8784
H -1.6233 6.2014 -5.1590 -0.4185 -0.6982 -0.2588
H -2.4863 1.9913 -6.0882 0.4085 0.2495 0.1506
H 5.2642 -2.8018 2.6215 -0.1604 -0.0614 -0.7570
C 4.4783 2.5963 4.0145 0.1223 2.6787 2.3334
H 0.6702 0.2225 -6.2100 -0.5686 0.9695 -0.2359
H 0.9216 -7.7576 1.8520 0.4971 0.4297 0.4202
H -2.5232 7.2160 -3.0936 -0.1061 -0.6658 -0.1536
H -0.9108 3.9834 -5.7063 0.0517 -0.4649 -0.0825
C -1.2991 -1.6128 -7.2012 2.1727 -1.2450 1.8539
H 0.3872 6.0279 4.6041 0.4764 -0.0653 0.5826
H -4.6913 2.7389 5.5319 0.2003 0.0362 0.4842
H -1.6012 0.8750 -3.8217 0.2355 -0.1556 -0.0860
C -1.9017 -6.0587 -2.2646 -0.6412 -0.1855 -0.6807
H 0.0107 8.2139 2.1724 0.4205 -0.0485 0.2080
H 1.5928 -7.7620 -0.4908 0.0451 0.3218 0.0744
C 4.3860 2.4977 -1.8181 0.1345 0.5817 0.5007
N -0.9719 -5.6845 -0.0541 0.0659 -1.4470 -0.0241
H -4.1085 6.4007 -3.3326 1.2022 -0.5245 0.0146
H 1.5893 7.5595 2.7774 -0.1890 -0.0390 0.1517
H -5.7939 5.3452 4.1652 0.3652 0.3407 -0.1045
C 6.0458 -5.6097 0.7194 -0.4827 0.2350 -0.2338
C -6.7953 2.9480 1.3614 -0.7196 -0.8906 1.0453
H -5.8394 -5.7700 0.7909 0.3660 0.1924 0.3337
```
Positions in Å, forces in eV/Å.

Calculated values
structure (SMILES) = CC1(C)CCCC(C)(C)N1O.CC1(C)CCCC(C)(C)N1O.CC1(C)CCCC(C)(C)N1O.CC1(C)CCCC(C)(C)N1O.CC1(C)CCCC(C)(C)N1O.CC1(C)CCCC(C)(C)N1O.CC1(C)CCCC(C)(C)N1O.CC1(C)CCCC(C)(C)N1O.CC(C)O.CC(C)O.CC(C)O.O
energy above the lowest of the compared OMol25 structures with the same formula, charge and spin = 0.000 eV
E_LUMO = 0.47 eV
total charge = 0
gap between HOMO and LUMO = 0.323 Eh
molecular weight = 1456.36 g/mol
highest occupied orbital energy = -0.306 Eh